ORCA calculation (ωB97M-V/def2-TZVPD) on an isolated molecule of C3H9N3 at a distorted geometry.

The geometry in ORCA input format:
```
! wB97M-V def2-TZVPD RIJCOSX def2/J DEFGRID3
* xyz 0 1
H -0.833 1.298 1.238
C 1.645 0.065 1.540
H 2.289 0.918 1.882
C -0.896 -0.062 -0.491
N 0.231 -0.814 -0.390
H 0.651 0.129 1.967
H -1.762 1.684 0.161
H 1.628 0.794 -0.709
H 0.395 -1.342 -1.273
C 1.510 -0.093 0.038
H 2.363 -0.724 -0.319
N -0.932 1.167 0.244
H -1.661 -0.795 -2.154
H 1.959 -0.821 2.077
N -1.954 -0.438 -1.196
*
```

**E_tot**: -283.9277 Ha
**HOMO-LUMO gap**: 0.3483 Ha
**HOMO level**: -0.31472 Ha
**Energy relative to the best compared isomer or geometry (same formula, charge and spin)**: 1.507 eV
**Molar mass**: 87.13 g/mol